Record 1
158
Properties=species:S:1:pos:R:3:mulliken_charge:R:1 method="wB97M-V/def2-TZVPD" total_charge=+1 e_homo_ev=-10.02 orbital_gap_ha=0.269 lumo_energy_ev=-2.7 e_tot_ev=-109358.77558 fmax_ev_per_a=8.63
P -1.2638 5.7233 -2.0038 0.08
O 6.6169 2.4743 1.2690 -0.46
O 0.2549 7.3675 1.8465 -0.26
O 7.2732 2.3253 -1.1448 -0.36
O -4.0505 -3.7835 0.5084 -0.73
O -0.6066 5.4280 2.0528 -0.18
O -2.8790 -11.2767 -3.6445 -0.67
O 11.7907 2.8346 4.8884 -0.69
O -0.3485 -6.8268 -5.1619 -0.69
O 9.4885 5.4536 8.9318 -0.67
O -2.8622 -8.8242 1.8075 -0.69
N -0.2824 6.6616 -1.1412 -0.66
N -2.3997 3.0540 -2.1982 0.51
N -3.9412 5.3413 -3.9288 -0.38
N -2.8411 4.7281 0.3164 -0.62
N 0.5253 6.2004 2.0911 0.09
N -5.1931 4.7385 -0.2421 -0.43
C -2.3793 -5.3337 1.0736 0.39
C -7.7372 5.0317 0.4848 -0.44
C -6.8953 -7.8249 1.2729 -0.45
C -2.0784 -7.7759 -3.8881 0.31
C -10.2097 4.1040 -0.3315 -0.95
C -3.5695 -6.4555 -2.5091 -0.41
C 12.2786 5.2751 8.9526 -0.55
C 10.0151 4.8291 8.0192 0.61
C 9.1292 2.5001 0.8347 -0.40
C -6.1340 -0.0031 -2.6134 -0.48
C 7.7923 4.2567 7.0580 -0.62
C -3.9530 3.8215 -0.1415 -0.30
C -0.7967 -11.5601 -5.4885 -0.55
C -0.0339 -4.7461 1.2127 -0.59
C -0.3183 4.3463 1.0801 -0.45
C 5.8384 2.1352 -1.4187 -0.35
C -6.2125 -1.3429 -1.6723 -0.74
C 8.9980 2.9435 4.9093 -0.50
C -4.8524 -5.9354 0.9992 0.39
C -3.7508 3.0335 -1.5483 -0.74
C 1.3419 4.1018 -2.2206 -0.25
C -2.4819 -6.5339 -3.3802 -0.97
C -2.7515 -8.9360 -3.5078 0.30
C 0.1268 3.0722 -1.7109 -1.15
C -1.3180 3.8839 -1.4724 1.05
C -4.2560 -7.6132 -2.1439 -0.38
C 2.6473 3.0991 -2.4973 -0.69
C -2.3502 3.1672 -3.6985 -0.34
C -7.2091 -6.4996 0.9730 -0.59
C -2.0727 -6.6437 1.4397 0.29
C 0.2697 -6.0502 1.6027 -0.47
C -3.1385 -7.6606 1.5393 0.64
C 7.0040 3.6660 6.0680 -0.47
C 4.9614 3.5491 -1.2778 -0.49
C 0.2311 -11.6268 -6.4303 -0.45
C -5.5638 -8.2054 1.4463 -0.77
C 13.4747 3.8323 6.8830 -0.50
C -3.8465 -8.8537 -2.6376 -0.75
C 9.1893 4.1896 6.9755 0.41
C 7.5496 2.4168 0.3004 0.62
C -3.2433 4.2805 -4.4527 -0.44
C 12.0838 3.9905 6.9111 0.15
C -6.4449 4.0229 0.2069 -0.30
C -1.5799 3.8775 0.1645 -0.74
C -0.9494 -7.8443 -4.8368 0.57
C -4.5410 -7.2561 1.3187 0.46
C 13.6653 5.1217 8.9183 -0.46
C -4.6009 0.6618 -2.6976 -0.55
C 11.4850 4.6981 7.9526 0.12
C -6.1902 -5.5550 0.8312 -0.54
C -4.3129 1.4762 -1.2733 0.28
C 11.2604 3.4091 5.8322 0.55
C 14.2623 4.3930 7.8899 -0.47
C -1.3559 -4.3852 0.9485 -0.58
C 4.0733 3.9003 -2.6103 -0.63
C -2.3167 -10.2532 -4.0137 0.59
C 7.6066 3.0167 4.9910 -0.28
C 0.4686 -9.2231 -6.3450 -0.51
C -0.5576 -9.1538 -5.3949 0.21
C -9.0149 4.0078 0.8144 -0.45
C 0.8568 -10.4588 -6.8653 -0.48
C 9.7905 3.5229 5.9090 0.18
C 9.7953 1.2567 1.3905 -0.50
C -3.7807 -4.9332 0.8335 0.30
C -1.1998 -10.3192 -4.9782 0.16
C -0.7464 -7.0011 1.7109 -0.70
C -3.4745 0.6283 -0.1686 -0.74
H 3.9371 5.0602 -2.8152 0.34
H 0.0025 3.4071 1.7434 0.33
H -9.7297 3.7934 -1.3739 0.21
H -5.4008 1.6495 -0.8131 0.09
H -5.3268 -9.2408 1.6851 0.49
H 5.9194 3.7148 6.1368 0.39
H -8.6496 2.8729 0.7862 0.22
H 2.4420 2.4721 -3.4759 0.28
H 13.9482 3.2691 6.0805 0.44
H -6.7836 3.3342 -0.7037 0.04
H -6.3345 3.3736 1.1736 0.20
H -11.0641 3.3266 -0.1023 0.32
H -2.6918 2.1021 -4.1206 0.47
H 11.8192 5.8406 9.7614 0.45
H -6.4436 -4.5230 0.5938 0.53
H 2.7040 2.3048 -1.6097 0.27
H -1.2378 3.2869 -4.1164 0.45
H 0.9651 -8.3160 -6.6855 0.44
H -0.9868 5.7766 -3.4390 0.15
H -3.8603 0.8939 0.9102 0.23
H 0.4434 2.4279 -0.7752 0.32
H -6.4442 -0.2579 -3.7340 0.38
H -9.4407 4.1712 1.9073 0.34
H 1.2984 -6.3282 1.8209 0.40
H 10.1139 1.1921 2.5230 0.20
H -10.6276 5.1978 -0.3795 0.29
H -4.6318 3.4513 -2.2459 0.21
H -4.2042 3.1227 0.7936 0.21
H -6.8546 0.8718 -2.2736 0.20
H -0.5013 -8.0186 2.0108 0.48
H 5.7533 4.4309 -1.1612 0.31
H -4.4072 5.8541 -4.7232 0.27
H -3.7009 -0.5237 -0.3297 0.12
H -4.7039 1.5219 -3.5167 0.30
H 0.7591 -4.0073 1.1195 0.40
H -2.6148 6.2378 -1.8358 0.10
H 5.4037 1.2808 -0.7143 0.25
H -7.5656 5.6732 1.4502 0.32
H -1.9538 -5.6253 -3.6647 0.45
H 5.7553 1.6980 -2.5240 0.37
H 1.6364 4.8993 -1.4191 0.30
H -1.2842 -12.4754 -5.1577 0.46
H -5.0023 5.4559 0.5202 0.40
H -1.5860 -3.3640 0.6499 0.52
H 0.5399 -12.5906 -6.8289 0.40
H 4.6614 3.4549 -3.5412 0.32
H 0.0490 2.2836 -2.6060 0.39
H 15.3420 4.2627 7.8701 0.39
H 0.6466 4.6722 0.5054 0.24
H 9.9723 0.2796 0.7377 0.26
H 1.1077 4.6013 -3.2557 0.17
H 9.4613 2.4306 4.0680 0.20
H -1.8753 2.7960 0.5012 0.24
H -6.5623 -1.0016 -0.6026 0.24
H -8.2476 -6.2010 0.8473 0.41
H -3.3352 4.1681 -5.6381 0.37
H -3.8838 -5.4899 -2.1190 0.62
H 4.2610 3.4611 -0.3332 0.23
H 1.6493 -10.5096 -7.6087 0.38
H 0.4118 7.0813 -1.8159 0.26
H -3.7776 -0.1289 -2.9570 0.17
H -8.0256 5.6911 -0.4383 0.31
H -3.0544 4.9062 1.3438 0.49
H 7.3139 4.7645 7.8940 0.46
H -5.2082 -1.9436 -1.6892 0.07
H 14.2798 5.5665 9.6980 0.39
H -4.3860 -9.7531 -2.3451 0.47
H 6.9929 2.5627 4.2159 0.42
H -5.1097 -7.5511 -1.4725 0.50
H -2.0315 2.0629 -2.0325 0.75
H 9.7546 3.5107 0.8396 0.32
H -7.0794 -2.0404 -2.1044 0.36
H -2.3051 0.7771 -0.2351 0.15
H -7.6883 -8.5624 1.3763 0.41



Record 2
23
Properties=species:S:1:pos:R:3:mulliken_charge:R:1 method="wB97M-V/def2-TZVPD" e_above_lowest_kj_mol=0.00 total_charge=+1 e_homo_ev=-12.62 orbital_gap_ha=0.340 lumo_energy_ev=-3.4 e_tot_ev=-16343.69825 fmax_ev_per_a=4.05
O 2.7697 1.5468 1.0903 -0.48
N -0.5952 -1.4451 0.5337 -0.27
N 1.6389 -2.1054 0.2475 -0.06
N 0.4816 0.7478 -1.3972 -0.26
N -2.4698 0.3566 -0.0044 -0.86
N 2.5033 -0.3410 -0.7981 -0.65
N 0.6762 2.2710 0.2546 -0.37
C 2.7877 -1.5194 -0.4186 -0.33
C 1.2092 -0.0266 -0.4714 1.12
C 1.4850 1.3474 0.8879 0.06
C 0.3853 2.0564 -0.9541 -0.32
C 0.6216 -1.3040 0.0968 0.00
H -0.9762 -2.3751 0.7373 0.30
H 3.2761 2.1022 0.3483 0.43
H -1.8684 0.8161 -0.6744 0.22
H -3.5033 0.0969 -0.2001 0.23
H 3.6091 -2.1746 -0.5697 0.43
H 0.9233 1.0134 1.8130 0.35
H -1.2550 -0.6620 0.3605 0.30
H 0.6264 0.5865 -2.4520 0.30
H 1.4565 -2.9596 0.5968 0.11
H -0.2749 2.7649 -1.4860 0.45
H -2.4511 0.8555 0.9383 0.30



Record 3
16
Properties=species:S:1:pos:R:3:mulliken_charge:R:1 method="wB97M-V/def2-TZVPD" smiles=C[N@@H+]1C[C@@]1(C)S e_above_lowest_kj_mol=178.23 total_charge=+1 e_homo_ev=-14.01 orbital_gap_ha=0.401 lumo_energy_ev=-3.1 e_tot_ev=-16627.11889 fmax_ev_per_a=4.50
S -1.8019 -1.6641 0.0278 -0.18
N -0.1444 0.2826 -0.9755 -0.02
C 0.4459 -0.7538 1.6282 -1.28
C 1.2012 0.7890 -1.2063 -0.85
C -0.6614 -0.2895 0.2897 0.61
C -1.0998 1.0343 -0.1527 -0.61
H 1.1838 1.4756 -2.0529 0.35
H 1.5632 1.3190 -0.3288 0.33
H -0.5333 -0.1661 -1.8074 0.35
H -0.2115 -0.9843 2.4499 0.44
H 1.0609 0.1082 1.8544 0.36
H -1.0845 -2.5830 0.6722 0.18
H 1.0231 -1.5915 1.2748 0.44
H 1.8796 -0.0331 -1.4343 0.33
H -2.1064 1.1240 -0.5452 0.29
H -0.7143 1.9328 0.3062 0.27



Record 4
106
Properties=species:S:1:pos:R:3:mulliken_charge:R:1 method="wB97M-V/def2-TZVPD" smiles="O=C1OC[C@@H](F)O1.O=C1OC[C@@H](F)O1.O=C1OC[C@@H](F)O1.O=C1OC[C@@H](F)O1.O=C1OC[C@@H](F)O1.C1CCOC1.C1CCOC1.CO.CO.CO.CO.CO" e_above_lowest_kj_mol=239.45 e_homo_ev=-9.42 orbital_gap_ha=0.353 lumo_energy_ev=0.2 e_tot_ev=-88491.33287 fmax_ev_per_a=6.96
F -15.3419 -17.2709 -21.9217 -0.05
F -16.1900 -10.0126 -17.3614 -0.36
F -18.8424 -17.1779 -18.0711 -0.32
F -12.3038 -17.4766 -14.3499 -0.27
F -14.4473 -12.4099 -21.9987 -0.26
O -16.5103 -12.0384 -19.7554 -0.05
O -9.8856 -17.2574 -20.3408 -0.41
O -12.8917 -15.3591 -14.6179 -0.37
O -12.0680 -14.2221 -22.9214 -0.59
O -18.7891 -12.3208 -19.6745 -0.59
O -17.5200 -13.9898 -15.5706 -0.59
O -16.6833 -15.1243 -17.2842 -0.25
O -12.8227 -13.9483 -20.0587 1.66
O -15.1561 -18.6837 -24.4927 -0.34
O -12.6266 -14.2863 -16.6831 -0.48
O -18.7819 -15.0924 -17.0990 -0.45
O -17.4405 -12.7676 -22.9400 -0.32
O -11.8449 -11.6320 -18.8619 -0.19
O -14.1750 -17.0256 -25.6916 -0.58
O -15.6129 -16.5924 -23.9900 -0.21
O -13.6528 -20.5413 -21.5357 -0.54
O -17.5581 -11.7026 -17.8172 -0.37
O -9.1417 -12.0198 -21.4168 -0.60
O -15.8215 -14.1119 -22.3964 0.29
O -13.8090 -16.1467 -16.4580 0.22
O -11.6756 -11.4124 -21.7458 -0.61
O -17.9728 -14.7231 -21.9834 -0.63
C -12.8867 -19.3654 -21.0716 0.49
C -15.1533 -13.0956 -22.9889 0.32
C -9.2317 -18.3419 -19.6506 -0.64
C -18.6512 -15.8465 -18.3326 0.35
C -13.7121 -15.0126 -19.5738 0.16
C -14.4151 -16.8839 -15.4393 -0.50
C -9.4194 -18.0467 -18.2224 -0.20
C -14.8828 -17.3828 -24.7614 0.54
C -11.8860 -11.1010 -17.5501 -0.82
C -14.6352 -21.0585 -20.5642 -0.58
C -8.8570 -12.4928 -20.0989 -0.16
C -13.0838 -15.2032 -15.9969 0.27
C -16.2328 -11.3357 -17.5336 0.61
C -17.1661 -13.9188 -22.5032 0.23
C -13.1800 -19.3708 -19.6093 0.31
C -16.2391 -12.1763 -23.4421 -0.51
C -9.7089 -16.0478 -19.5978 0.82
C -17.7158 -12.0827 -19.1012 0.51
C -11.9412 -15.5785 -22.9913 -0.06
C -13.3841 -16.6640 -14.3128 0.21
C -17.1463 -15.5797 -18.5702 0.48
C -16.1832 -17.3793 -22.9540 0.24
C -9.3162 -16.4954 -18.2001 -0.63
C -16.2006 -18.7839 -23.6001 -0.35
C -14.6006 -19.8987 -19.4956 -0.14
C -17.6392 -14.7064 -16.5279 0.71
C -15.5108 -11.6877 -18.8736 0.02
C -11.9814 -10.9184 -23.0082 -0.70
H -11.1331 -15.7526 -22.2808 0.16
H -12.2069 -11.6702 -23.7645 0.18
H -15.6614 -11.7953 -16.7272 0.30
H -17.1520 -18.9401 -24.1088 0.37
H -10.8812 -11.0908 -17.1277 0.36
H -11.8224 -19.4042 -21.3039 0.28
H -8.2649 -16.2398 -18.0676 0.34
H -14.9372 -10.9249 -19.4001 0.34
H -15.6245 -21.0464 -21.0217 0.27
H -17.1856 -17.1659 -22.5830 0.28
H -14.3680 -22.0608 -20.2294 0.31
H -12.4851 -20.0076 -19.0618 0.33
H -12.3532 -13.5594 -19.3171 -0.35
H -13.8074 -16.6648 -13.3084 0.34
H -17.0147 -14.7649 -19.2821 -0.52
H -16.1951 -19.6268 -22.9090 0.13
H -14.4493 -15.1669 -20.3617 -0.46
H -12.4014 -11.9353 -21.3974 0.07
H -13.1981 -15.9738 -19.5814 0.07
H -10.4397 -18.3551 -17.9943 -0.09
H -12.1395 -13.9970 -21.9909 -0.08
H -15.3119 -19.0911 -19.6686 -0.19
H -11.1438 -10.4290 -23.5051 0.36
H -12.8147 -10.2168 -22.9714 0.31
H -16.3281 -12.0933 -24.5253 0.29
H -7.8770 -12.9640 -20.0242 0.34
H -10.0676 -11.7953 -21.5344 0.59
H -12.3142 -10.1009 -17.6176 0.33
H -12.6182 -11.6889 -16.9968 0.11
H -14.2543 -14.8940 -18.6357 -0.14
H -16.0474 -11.2093 -22.9771 0.35
H -14.4622 -13.4750 -23.7415 0.27
H -14.6269 -17.9395 -15.6092 0.30
H -11.6226 -16.0441 -23.9240 0.37
H -11.1352 -11.1431 -19.2850 0.13
H -16.5571 -16.4171 -18.9441 0.01
H -9.7448 -19.2583 -19.9422 0.35
H -9.7217 -13.1372 -19.9399 -0.16
H -19.4426 -15.4517 -18.9697 0.42
H -15.3910 -16.4251 -15.2803 0.21
H -10.0107 -16.0200 -17.5075 0.22
H -13.1187 -18.3852 -21.4883 -0.48
H -13.0536 -18.3408 -19.2756 -0.44
H -14.7550 -20.3670 -18.5236 0.44
H -14.8945 -12.5842 -18.8055 -0.46
H -8.2043 -18.5312 -19.9617 0.26
H -9.0076 -15.3830 -20.1023 0.31
H -10.6968 -15.5954 -19.5110 -0.82
H -8.8204 -18.6941 -17.5820 0.46
H -8.9324 -11.6653 -19.3935 0.19
H -12.8057 -16.1503 -22.6540 -0.30



Record 5
81
Properties=species:S:1:pos:R:3:mulliken_charge:R:1 method="wB97M-V/def2-TZVPD" total_charge=+1 e_homo_ev=-10.27 orbital_gap_ha=0.266 lumo_energy_ev=-3.0 e_tot_ev=-210857.33103 fmax_ev_per_a=2.52
Br 3.2723 5.1076 5.2585 -0.19
Br 1.2693 5.5899 -0.0555 -0.16
Sc 1.0224 0.5852 -0.2518 -0.28
Si 3.4895 -0.6824 -0.1025 0.65
Si -2.8406 1.4598 1.3485 0.05
O 0.4642 -0.3581 -2.0684 0.97
O 0.9962 2.5425 0.2163 -0.28
O -2.6325 -2.2270 -1.5775 -0.11
N 1.4834 0.9677 2.3352 0.80
C -4.6000 -3.0857 -2.6397 -1.39
C -1.8141 0.2596 0.3712 0.83
C 2.0867 0.7029 4.6726 -1.24
C -2.4051 -3.1249 -0.4912 -0.10
C -0.2955 0.4411 -3.0664 -0.50
C 0.5830 1.1715 -4.0616 -1.39
C 1.4746 3.1042 1.3126 -0.22
C 1.5930 0.2169 3.4535 -0.54
C 2.0932 -1.6388 0.7899 -0.63
C -4.0290 2.1249 0.0478 -1.10
C 4.2120 -1.9036 -1.3211 -1.25
C -1.8269 2.8214 2.0647 -0.57
C -0.0123 -2.3553 -3.6049 -1.93
C -1.9029 -4.4006 -1.1241 -1.14
C 1.7686 2.2957 2.4753 0.21
C 2.5390 4.2837 3.6912 -0.02
C 3.0186 0.8788 -1.0292 -0.78
C -4.0037 -1.9663 -1.8111 -0.17
C 1.7033 4.4936 1.4127 -0.06
C 2.2665 2.8850 3.6976 0.70
C 2.4479 2.0374 4.8088 -0.84
C 4.8020 -0.2010 1.1389 -1.19
C 2.2645 5.0550 2.5708 -0.21
C 0.8680 -1.7231 -2.5341 0.64
C -3.6152 0.2668 2.6120 -1.09
H 0.0867 -1.8849 -4.5911 0.46
H -4.8180 -3.9701 -2.0091 0.31
H 4.3639 0.2042 2.0627 0.27
H -0.9812 -0.2253 -3.5793 0.43
H 1.1411 -1.1448 1.0996 -0.10
H -0.9249 1.1175 -2.4896 0.41
H 1.8485 -2.5724 0.2512 0.55
H -4.6530 0.5488 2.8192 0.39
H -3.0035 0.3010 3.5249 0.31
H -1.2141 2.3798 2.8681 0.12
H -2.6807 -0.3917 0.5221 -0.60
H -1.6068 -5.1647 -0.3825 0.41
H -5.5382 -2.7489 -3.0955 0.43
H 2.9945 0.8678 -2.1542 0.34
H 1.9007 -1.5829 -2.9183 0.23
H 0.8727 -2.3753 -1.6454 -0.14
H 2.5720 -1.9045 1.7509 0.56
H 1.1966 1.9147 -3.5407 0.30
H 2.4790 6.1152 2.6030 0.46
H 2.1906 0.0017 5.4927 0.44
H -3.5122 2.8007 -0.6462 0.32
H -4.5290 1.3546 -0.5554 0.32
H 5.4207 -1.0853 1.3613 0.37
H 1.2900 -0.8248 3.3552 0.58
H 4.9975 -2.4669 -0.8054 0.37
H 5.4094 0.5830 0.6548 0.32
H -2.5809 3.5301 2.4293 0.49
H -1.6396 -2.6648 0.1609 -0.07
H -1.1669 3.2645 1.2873 -0.01
H -3.6175 -0.7928 2.2838 0.31
H -0.0832 1.7008 -4.7559 0.46
H 2.8403 2.4230 5.7268 0.40
H -3.3579 -3.2747 0.0787 0.50
H -1.0674 -2.4168 -3.3105 0.29
H 3.4586 -2.5944 -1.7236 0.32
H -3.9892 -0.9875 -2.3247 0.23
H -3.8684 -3.3732 -3.4161 0.28
H -4.8018 2.6969 0.5708 0.40
H 1.2129 0.4828 -4.6436 0.27
H -0.9128 -0.2181 0.8634 -0.05
H 0.3509 -3.3775 -3.8003 0.45
H 4.6422 -1.3192 -2.1486 0.32
H 3.4752 1.8212 -0.6893 0.56
H -1.7292 0.4413 -0.7219 -0.21
H -4.4742 -1.8526 -0.8078 0.32
H -2.6804 -4.8165 -1.7784 0.31
H -1.0534 -4.1432 -1.7727 0.10



Record 6
7
Properties=species:S:1:pos:R:3:mulliken_charge:R:1 method="wB97M-V/def2-TZVPD" smiles="C=P(Cl)(Cl)Cl" e_above_lowest_kj_mol=92.38 e_homo_ev=-9.05 orbital_gap_ha=0.320 lumo_energy_ev=-0.4 e_tot_ev=-47924.60807 fmax_ev_per_a=4.22
Cl 1.3021 -1.7995 0.6172 -0.15
Cl 1.7246 0.1838 -1.7368 -0.20
Cl 1.1281 1.2932 1.1826 -0.17
P 0.5528 -0.1267 -0.0803 0.75
C -1.3674 -0.0651 0.3897 -0.70
H -1.3886 0.9615 0.1618 0.22
H -1.9515 -0.4473 -0.5342 0.24



Record 7
49
Properties=species:S:1:pos:R:3:mulliken_charge:R:1 method="wB97M-V/def2-TZVPD" spin_multiplicity=3 e_above_lowest_kj_mol=2.66 e_homo_ev="-7.30 / -7.30" orbital_gap_ha="0.231 / 0.235" lumo_energy_ev="-1.0 / -0.9" e_tot_ev=-231001.17595 fmax_ev_per_a=0.12
Te -3.0852 -1.3421 3.0335 -0.25
Br 1.1340 4.5833 0.2950 -0.13
Br 6.3130 2.3655 0.6405 -0.23
Mn -0.1187 -0.2768 0.3264 -0.07
S -0.6926 -2.3712 -0.3315 -0.46
P -0.8893 -0.6801 3.3788 -0.16
O 0.0077 -0.3854 2.1390 0.66
O -0.0980 -1.7465 4.2453 -0.30
O -1.8454 0.2134 -0.2026 -0.42
O -0.7090 0.6327 4.2695 -0.21
O 0.3491 1.5761 0.1531 -0.66
N -2.7527 -0.7437 -0.4377 0.44
N 1.8881 -0.5256 0.2149 -0.17
C 1.6288 1.8030 0.2612 0.55
C 3.6172 3.1947 0.4523 -0.36
C 3.9107 0.7991 0.4019 0.93
C -5.0226 -1.2668 -0.7461 -0.67
C 1.3189 -1.1980 6.1288 -1.24
C -3.3551 -2.9873 -0.7706 -0.83
C -4.6696 -2.6140 -0.8769 -0.17
C 4.4442 2.1086 0.4815 -0.17
C 1.2669 -1.4908 4.6478 0.02
C -4.0388 -0.3488 -0.5186 -0.26
C 4.6477 -0.4037 0.4247 -0.72
C 0.2561 2.7681 3.7374 -0.98
C 2.5997 -1.6291 0.2437 -0.06
C -0.9957 1.9255 3.6906 -0.19
C -2.3639 -2.0270 -0.5341 0.75
C 2.2218 3.0482 0.3427 -0.05
C 2.5138 0.6822 0.2939 0.32
C 3.9989 -1.6059 0.3463 -0.96
H 4.0318 4.1911 0.5156 0.44
H -6.0494 -0.9395 -0.8035 0.41
H 2.0572 -2.5646 0.1928 0.42
H 1.8224 -2.3953 4.3990 0.39
H 0.8956 -2.0262 6.6965 0.31
H 5.7254 -0.3626 0.5083 0.34
H -4.1877 0.7097 -0.3755 0.44
H 4.5437 -2.5386 0.3646 0.43
H 0.0500 3.7627 3.3400 0.34
H 1.0410 2.3135 3.1315 0.12
H -1.3420 1.8057 2.6619 0.13
H 2.3542 -1.0539 6.4432 0.37
H -3.0489 -4.0206 -0.8387 0.43
H 1.6765 -0.6655 4.0628 0.12
H 0.7543 -0.2947 6.3548 0.27
H 0.6174 2.8666 4.7617 0.36
H -1.8043 2.3596 4.2778 0.36
H -5.4324 -3.3621 -1.0444 0.39